(1)
ORCA calculation (wB97M-V/def2-TZVPD) on a cluster of 2 separate species, C24H48BBr3N2O9P2SSi in total in a non-equilibrium geometry.

Geometry (Å):
C1 2.53 7.14 -0.99
C2 1.64 5.90 -0.39
C3 2.38 4.55 -0.90
C4 1.40 3.35 -1.33
C5 0.68 2.48 -0.23
P1 -0.64 3.54 0.73
O1 0.10 4.46 1.97
Br1 -2.04 2.14 1.91
C6 1.50 1.55 0.78
C7 2.54 2.35 1.70
B1 2.26 2.09 3.32
O2 2.69 0.85 3.99
O3 1.55 3.04 4.16
C8 1.98 0.08 0.21
N1 2.69 -0.58 1.34
C9 3.96 -0.56 1.36
O4 5.22 -0.54 1.25
P2 2.99 0.22 -1.43
C10 4.39 1.55 -1.23
C11 4.00 -1.32 -1.86
C12 3.72 -2.69 -1.12
C13 0.59 -0.80 0.05
C14 0.53 -1.86 -1.14
C15 -1.01 -2.24 -1.59
O5 -1.78 -2.86 -0.54
Si1 -3.46 -3.05 -0.94
C16 -4.33 -1.38 -0.54
C17 -3.80 -3.71 -2.71
C18 -4.13 -4.42 0.26
C19 0.16 -1.47 1.49
C20 0.71 -2.95 1.74
O6 0.30 -4.03 1.21
N2 1.80 -3.09 2.78
C21 1.09 -3.62 4.00
C22 2.77 -4.16 2.40
O7 -0.62 0.02 -0.21
S1 -0.41 1.29 -1.22
O8 0.08 1.03 -2.61
O9 -1.77 1.97 -1.40
H1 2.64 7.10 -2.13
H2 3.61 6.96 -0.57
H3 2.19 8.14 -0.57
H4 0.55 6.00 -0.74
H5 1.77 6.00 0.76
H6 2.92 4.86 -1.88
H7 3.26 4.22 -0.21
H8 0.55 3.87 -1.94
H9 1.96 2.76 -2.16
H10 -0.29 5.37 2.01
H11 0.70 1.23 1.58
H12 3.65 2.13 1.55
H13 2.44 3.51 1.63
H14 1.82 0.38 4.13
H15 0.58 2.84 4.07
H16 4.08 2.55 -1.69
H17 5.28 1.19 -1.88
H18 4.81 1.61 -0.17
H19 3.83 -1.49 -3.00
H20 5.14 -1.11 -1.79
H21 3.02 -2.66 -0.22
H22 4.74 -3.14 -0.78
H23 3.28 -3.49 -1.84
H24 0.95 -1.49 -2.16
H25 1.01 -2.87 -0.95
H26 -0.85 -3.06 -2.40
H27 -1.53 -1.37 -2.14
H28 -3.53 -0.55 -0.71
H29 -4.55 -1.40 0.60
H30 -5.27 -1.19 -1.17
H31 -4.95 -3.88 -2.77
H32 -3.32 -4.74 -2.84
H33 -3.50 -2.99 -3.55
H34 -4.14 -5.47 -0.24
H35 -3.41 -4.52 1.16
H36 -5.15 -4.16 0.71
H37 -1.00 -1.58 1.50
H38 0.35 -0.75 2.38
H39 1.06 -4.78 4.01
H40 0.00 -3.25 4.03
H41 1.70 -3.31 4.94
H42 3.55 -4.21 3.26
H43 3.38 -3.95 1.45
H44 2.33 -5.21 2.31
Br2 -8.08 -2.00 -2.01
C23 -8.45 -0.21 -1.33
C24 -8.72 0.76 -2.45
Br3 -7.07 1.29 -3.34
H45 -7.60 0.07 -0.71
H46 -9.33 -0.33 -0.69
H47 -9.15 1.68 -2.06
H48 -9.38 0.35 -3.22

Results
SMILES string: CCCC[C@]1(P(O)Br)[C@H](CB(O)O)[C@](N=C=O)(P(C)CC)[C@@](CCO[Si](C)(C)C)(CC(=O)N(C)C)OS1(=O)=O.BrCCBr
Kohn-Sham gap, eV: 8.2490
Charge: 0

***

(2)
ORCA calculation (wB97M-V/def2-TZVPD) on a structure of composition C24H48Br2Cl40GaO2S in a non-equilibrium geometry.

Geometry (Å):
C1 0.90 -6.25 -2.99
C2 1.23 -4.79 -3.09
Br1 2.28 -4.28 -4.63
C3 0.81 -3.90 -2.19
Br2 1.24 -2.02 -2.41
Ga1 -0.33 -4.36 -0.55
S1 -2.58 -4.14 -1.28
C4 -3.46 -5.72 -1.37
O1 -2.58 -3.63 -2.66
O2 -3.31 -3.21 -0.41
H1 1.71 -6.78 -2.48
H2 -0.02 -6.44 -2.46
H3 0.83 -6.65 -4.00
H4 -0.11 -5.89 -0.11
H5 -0.17 -3.33 0.61
H6 -2.79 -6.51 -1.05
H7 -3.76 -5.87 -2.40
H8 -4.34 -5.71 -0.74
C5 -4.50 -0.74 -4.50
Cl1 -4.14 -0.71 -6.24
Cl2 -6.22 -0.38 -4.19
H9 -4.28 -1.73 -4.11
H10 -3.91 0.01 -4.00
C6 5.47 -1.49 -1.29
Cl3 4.34 -1.01 -0.02
Cl4 4.69 -2.52 -2.49
H11 5.82 -0.59 -1.79
H12 6.30 -2.02 -0.86
C7 -3.00 1.33 -0.80
Cl5 -3.59 1.62 0.84
Cl6 -4.28 0.80 -1.90
H13 -2.59 2.26 -1.18
H14 -2.23 0.57 -0.77
C8 -0.48 5.31 -1.74
Cl7 -0.41 4.39 -0.23
Cl8 -1.51 4.52 -2.95
H15 -0.89 6.29 -1.53
H16 0.52 5.40 -2.14
C9 -6.42 -8.11 -2.29
Cl9 -5.24 -9.02 -3.24
Cl10 -6.18 -8.32 -0.56
H17 -6.33 -7.06 -2.53
H18 -7.41 -8.47 -2.55
C10 -7.02 -1.10 -0.49
Cl11 -6.30 -2.67 -0.15
Cl12 -8.30 -0.68 0.68
H19 -6.25 -0.34 -0.44
H20 -7.46 -1.12 -1.48
C11 -0.26 -0.23 2.58
Cl13 1.49 -0.02 2.38
Cl14 -0.99 -0.77 1.07
H21 -0.43 -0.99 3.34
H22 -0.70 0.71 2.88
C12 3.12 2.93 3.65
Cl15 2.25 3.83 2.41
Cl16 4.19 4.00 4.60
H23 2.41 2.47 4.32
H24 3.73 2.18 3.17
C13 -8.57 3.04 -0.45
Cl17 -7.02 2.33 -0.91
Cl18 -8.93 2.78 1.26
H25 -8.54 4.11 -0.64
H26 -9.35 2.58 -1.04
C14 -1.22 9.47 -1.59
Cl19 -1.02 8.61 -0.06
Cl20 -2.32 8.61 -2.67
H27 -1.62 10.45 -1.39
H28 -0.26 9.54 -2.07
C15 1.12 6.38 -5.55
Cl21 1.66 4.77 -5.09
Cl22 -0.04 7.04 -4.39
H29 1.98 7.04 -5.60
H30 0.64 6.33 -6.52
C16 -6.85 -6.04 1.63
Cl23 -5.26 -6.67 1.17
Cl24 -7.23 -6.38 3.33
H31 -6.86 -4.97 1.48
H32 -7.60 -6.52 1.01
C17 5.17 0.57 6.15
Cl25 5.44 0.41 4.41
Cl26 3.50 1.04 6.54
H33 5.37 -0.39 6.61
H34 5.84 1.33 6.52
C18 3.02 7.82 2.42
Cl27 4.15 8.87 1.55
Cl28 1.87 7.05 1.34
H35 3.59 7.05 2.93
H36 2.48 8.42 3.14
C19 7.68 4.29 6.11
Cl29 9.30 4.78 5.60
Cl30 7.65 2.63 6.72
H37 7.35 4.96 6.90
H38 7.02 4.36 5.26
C20 8.02 -2.62 3.08
Cl31 7.08 -1.75 1.86
Cl32 9.07 -1.53 4.00
H39 7.33 -3.09 3.77
H40 8.63 -3.37 2.58
C21 9.09 -6.47 3.46
Cl33 8.94 -5.44 4.88
Cl34 8.75 -5.62 1.94
H41 10.11 -6.85 3.42
H42 8.39 -7.29 3.55
C22 9.67 6.15 1.86
Cl35 9.91 5.96 0.12
Cl36 8.00 6.56 2.25
H43 9.91 5.22 2.35
H44 10.31 6.94 2.21
C23 -10.95 -3.27 1.03
Cl37 -10.20 -4.84 1.36
Cl38 -12.22 -2.89 2.20
H45 -10.18 -2.51 1.08
H46 -11.39 -3.30 0.04
C24 0.26 1.19 -6.52
Cl39 0.89 0.32 -5.12
Cl40 -1.04 0.30 -7.33
H47 -0.13 2.14 -6.19
H48 1.07 1.33 -7.23

Results
Kohn-Sham gap, eV: 6.9809
Charge: -1